(1)
10
Properties=species:S:1:pos:R:3 method="wB97M-V/def2-TZVPD" e_homo_ev="-7.29 / -7.29" lumo_energy_ev="0.679 / 0.680" de_lowest_ev=5.073 gap_ev="7.965 / 7.968"
C 0.58 1.21 -0.23
C 0.88 -0.22 -0.27
N 0.43 -2.62 -0.27
N -0.45 -2.51 0.38
C -0.53 -0.03 0.04
C -0.56 1.27 0.58
H 0.84 1.91 -1.02
H 1.50 -0.54 0.57
H -1.36 -0.47 -0.52
H -1.33 2.01 0.74

---

(2)
17
Properties=species:S:1:pos:R:3 method="wB97M-V/def2-TZVPD" e_homo_ev=-8.69 lumo_energy_ev=0.919 de_lowest_ev=3.023 smiles=CCN.NON gap_ev=9.606
C -0.95 0.58 0.69
C -0.61 2.04 0.42
N -1.80 0.06 -0.37
H -1.96 -0.93 -0.21
H -1.29 0.13 -1.25
H -1.52 0.50 1.63
H -0.02 0.01 0.81
H -0.07 2.13 -0.52
H 0.01 2.43 1.22
H -1.52 2.63 0.36
N 1.60 -0.38 -1.03
N 0.80 -2.05 0.38
O 1.78 -1.72 -0.59
H 0.29 -2.85 0.03
H 1.52 -0.41 -2.04
H 2.43 0.14 -0.76
H 1.30 -2.31 1.23

---

(3)
12
Properties=species:S:1:pos:R:3 method="wB97M-V/def2-TZVPD" e_homo_ev=-9.95 lumo_energy_ev=1.033 de_lowest_ev=2.074 smiles=OC[C@H]1CN1 gap_ev=10.978
O -1.88 0.68 0.45
C -1.19 0.09 -0.62
C 0.13 -0.55 -0.18
C 1.37 0.25 -0.08
N 0.61 -0.09 1.12
H -1.22 0.83 1.14
H -0.98 0.84 -1.41
H -1.83 -0.68 -1.07
H 0.26 -1.61 -0.40
H 1.34 1.31 -0.35
H 2.33 -0.23 -0.25
H 1.05 -0.83 1.65

---

(4)
27
Properties=species:S:1:pos:R:3 method="wB97M-V/def2-TZVPD" e_homo_ev=-13.16 lumo_energy_ev=-8.342 de_lowest_ev=2.406 total_charge=+1 gap_ev=4.816
Sn 0.30 -1.42 -3.33
O -0.06 -0.73 -0.59
H -0.04 -0.89 0.36
C 3.02 -1.78 0.60
N 3.64 -1.42 -0.71
O 2.84 -1.34 -1.63
O 4.79 -1.07 -0.70
H 2.16 -1.14 0.77
H 3.79 -1.85 1.36
H 2.64 -2.80 0.44
C -2.23 1.27 -0.97
N -3.05 2.48 -0.73
O -2.45 3.48 -0.31
O -4.22 2.42 -1.03
H -1.84 1.07 0.02
H -1.45 1.38 -1.72
H -2.83 0.44 -1.35
C -2.34 -1.56 1.61
Cl -2.19 -2.74 2.91
Cl -3.92 -0.79 1.72
H -1.57 -0.81 1.76
H -2.25 -2.04 0.63
C 1.41 1.87 0.13
Cl 0.96 3.56 -0.14
Cl 2.74 1.68 1.29
H 0.51 1.35 0.43
H 1.63 1.40 -0.83

---

(5)
14
Properties=species:S:1:pos:R:3 method="wB97M-V/def2-TZVPD" e_homo_ev="-12.61 / -12.88" lumo_energy_ev="-4.679 / -4.333" de_lowest_ev=5.802 total_charge=+1 gap_ev="7.935 / 8.545"
C 2.28 -0.52 0.09
C 0.15 0.24 -0.40
C -0.75 -0.94 -0.10
N -0.51 1.60 0.08
O 1.34 0.29 0.09
O -2.06 -0.36 0.12
H 2.05 -1.54 -0.10
H 3.20 -0.24 0.40
H -0.70 -1.46 0.95
H -0.61 -1.63 -0.95
H -1.22 1.27 0.81
H -0.90 1.86 -0.80
H 0.30 2.11 0.44
H -2.57 -0.68 -0.63

---

(6)
14
Properties=species:S:1:pos:R:3 method="wB97M-V/def2-TZVPD" e_homo_ev=-9.66 lumo_energy_ev=1.088 de_lowest_ev=0.806 smiles="CC(=O)C1CC1" gap_ev=10.751
C 1.87 0.48 -0.98
C 0.88 -0.33 -0.17
O 1.21 -1.30 0.47
C -0.53 0.17 -0.15
C -1.60 -0.81 0.28
C -1.17 0.26 1.22
H 1.54 0.55 -2.02
H 1.92 1.50 -0.58
H 2.85 0.02 -0.92
H -0.79 0.93 -0.88
H -1.25 -1.82 0.48
H -2.57 -0.73 -0.20
H -1.84 1.10 1.40
H -0.54 -0.03 2.05

---

(7)
14
Properties=species:S:1:pos:R:3 method="wB97M-V/def2-TZVPD" e_homo_ev="-19.96 / -19.96" lumo_energy_ev="-12.546 / -12.546" de_lowest_ev=5.487 smiles="C=C=[N+]=C/[NH+]=N/C" total_charge=+2 gap_ev="7.410 / 7.410"
C 2.13 1.08 -0.02
C 2.20 -1.16 0.05
C 1.03 1.71 -0.16
C -1.25 -0.17 0.17
N 2.72 0.06 0.18
N 0.01 -0.11 -0.34
N 0.87 -1.16 -0.24
H 2.81 -2.07 0.11
H 0.52 2.52 0.48
H 0.77 1.81 -1.16
H -1.82 0.18 -0.65
H -1.60 -1.08 0.66
H -1.62 0.55 0.80
H 0.24 -1.95 -0.16